Here is C5H7O3SSi as an isolated structure at a distorted geometry from OMol25. Energies are from the ωB97M-V functional and the def2-TZVPD basis.

Cartesian coordinates (Å):
H: 2.0896 1.7024 1.7462
H: -1.0818 2.0555 0.0599
H: -1.2977 0.5657 1.2916
O: 2.0703 -0.7793 1.3457
O: 0.8417 -3.0327 1.5983
C: -1.0972 0.9394 0.1317
C: -2.0102 0.3416 -0.9563
H: -1.6003 -0.9631 -2.6226
C: 0.2568 0.5529 -0.3230
C: -1.2843 -0.2296 -1.8551
H: 0.9112 -0.6322 -2.0259
H: 2.8756 0.9904 -0.3628
C: 0.1456 -0.1092 -1.4999
Si: 1.9069 0.6578 0.7609
S: 0.4356 -1.6586 1.3315
O: -0.1357 -0.9359 2.4604
H: -3.0261 0.5349 -1.0806

As for the multiplicity: 3. As for the total charge: -1. As for the gap between HOMO and LUMO (spin up / spin down): 5.234 / 6.416 eV. For the highest occupied orbital energy (spin up / spin down), the calculation gives -1.5 / -4.8 eV. The calculation puts the LUMO energy (spin up / spin down) at 3.693 / 1.622 eV. Its energy relative to the best compared isomer or geometry (same formula, charge and spin) is 0.0 kcal/mol.